14
Properties=species:S:1:pos:R:3 method="wB97M-V/def2-TZVPD" e_above_lowest_kj_mol=413.9 lumo_energy_ev=0.70 total_energy_ev=-8368.9917 molar_mass_g_mol=88.11 orbital_gap_ev=9.44
O 0.864 -0.237 -0.480
O -0.650 0.878 -1.821
C 0.937 0.163 1.869
C -1.848 0.935 -1.329
C 0.156 -0.318 -1.653
C 0.052 -0.145 0.684
H 0.317 0.276 2.764
H -0.534 -1.177 -1.686
H -2.103 -0.112 -0.985
H 1.666 -0.633 2.037
H -0.670 0.682 0.566
H 1.468 1.103 1.696
H 0.869 -0.339 -2.476
H -0.523 -1.075 0.815


93
Properties=species:S:1:pos:R:3 method="wB97M-V/def2-TZVPD" e_above_lowest_kj_mol=69.1 lumo_energy_ev=2.92 total_energy_ev=-440833.8873 charge=-2 molar_mass_g_mol=1836.18 orbital_gap_ev=5.46
Tl -0.523 -0.022 0.970
I -0.656 -2.436 2.296
I -0.762 -5.130 3.985
I -6.633 6.655 2.970
Te 0.577 -4.657 -3.385
Se 0.899 -2.515 -0.874
Se 2.314 -2.906 -2.770
Se 0.913 1.960 2.732
Se -1.041 -3.067 -2.251
Se 6.304 -1.096 4.348
P 2.916 1.264 2.913
P 6.039 -1.185 2.255
O 0.325 0.875 -0.880
O -0.086 2.128 -2.686
O -2.675 0.876 2.214
O -1.558 2.257 0.886
N 2.391 -0.384 0.868
N 2.898 -1.326 0.099
N 4.096 -1.686 0.496
N -2.312 0.091 -0.948
C -4.348 5.299 1.531
C 6.508 -2.810 1.592
C -3.445 4.280 1.264
C -3.646 -0.145 -0.768
C 4.127 2.556 2.512
C -5.267 5.126 2.555
C 8.195 0.582 1.958
C 6.796 0.282 0.020
C -6.349 -0.641 -0.294
C -4.037 -1.274 -0.014
C 7.224 -5.359 0.747
C 8.709 1.734 -0.089
C 3.304 -0.094 1.808
C -5.989 0.447 -1.037
C -1.935 1.139 -1.626
C 4.401 -0.934 1.576
C -2.850 2.044 -2.222
C -5.361 -1.511 0.222
C 5.977 4.479 1.740
C 3.224 0.683 4.595
C 5.452 2.460 2.934
C 6.371 3.427 2.555
C -4.399 2.949 3.020
C 3.939 0.969 6.869
C 3.736 3.610 1.691
C -4.624 0.719 -1.290
C 3.437 -0.284 7.185
C 7.671 -2.999 0.861
C 8.029 -4.275 0.439
C -5.302 3.962 3.308
C 5.707 -3.906 1.912
C 7.093 -0.004 1.352
C 2.695 -0.565 4.920
C -4.179 1.842 -2.037
C -2.492 1.991 1.688
C 3.826 1.459 5.576
C -3.468 3.104 2.002
C -0.434 1.418 -1.749
C 9.007 1.445 1.234
C 2.805 -1.047 6.212
C 6.060 -5.171 1.485
C 4.663 4.565 1.302
C 7.602 1.154 -0.696
H 5.420 -6.012 1.719
H -4.334 6.214 0.954
H 9.867 1.901 1.710
H 2.200 -1.161 4.161
H -4.915 2.531 -2.440
H 7.398 3.349 2.887
H 4.210 2.442 5.338
H 8.300 -2.156 0.607
H -2.704 4.380 0.481
H 8.399 0.357 2.999
H 7.494 -6.351 0.405
H 5.931 -0.172 -0.448
H 4.355 5.374 0.652
H 7.360 1.383 -1.726
H 5.772 1.626 3.550
H -2.447 2.881 -2.772
H -6.739 1.117 -1.443
H 8.936 -4.414 -0.136
H -6.024 3.846 4.105
H 2.402 -2.022 6.453
H -5.653 -2.365 0.819
H 6.699 5.229 1.438
H 9.335 2.418 -0.649
H -7.395 -0.839 -0.093
H -3.266 -1.925 0.381
H 4.795 -3.762 2.478
H -4.402 2.020 3.574
H 3.532 -0.667 8.194
H 2.707 3.666 1.356
H 4.423 1.569 7.630


11
Properties=species:S:1:pos:R:3 method="wB97M-V/def2-TZVPD" e_above_lowest_kj_mol=198.4 lumo_energy_ev=0.75 smiles=O[C@H]1C(Cl)[C@@H]1O total_energy_ev=-19807.7761 molar_mass_g_mol=108.52 orbital_gap_ev=10.34
Cl -2.246 -0.786 -0.139
O 1.689 -0.945 -0.125
O -0.838 1.734 -0.225
C -0.020 0.801 0.422
C 0.438 -0.360 -0.394
C -0.669 -0.494 0.565
H 0.215 -0.344 -1.497
H -0.283 2.357 -0.756
H 0.598 1.110 1.252
H -0.500 -1.219 1.373
H 1.615 -1.854 -0.474


17
Properties=species:S:1:pos:R:3 method="wB97M-V/def2-TZVPD" e_above_lowest_kj_mol=543.3 lumo_energy_ev=0.56 total_energy_ev=-7858.9224 molar_mass_g_mol=89.14 orbital_gap_ev=9.76
O 0.149 1.001 -2.285
N -0.887 0.481 0.174
C 2.047 -1.591 -0.254
C 0.767 -1.240 -0.165
C -1.915 1.137 1.655
C 0.081 -0.380 0.851
H 0.079 -1.534 -0.964
H 2.744 -1.003 0.337
H 0.997 1.371 -2.069
H 0.883 0.269 1.255
H -2.914 1.200 1.262
H 2.422 -2.349 -0.921
H -1.071 1.387 0.766
H -0.365 -1.010 1.632
H -1.476 1.923 2.273
H -1.838 0.214 2.222
H -0.386 1.093 -1.472